1.
Entry from the OMol25 dataset: a cluster of 4 separate species, C71H79BNO8Si in total at a distorted geometry (wB97M-V/def2-TZVPD).

Calculated values
* lowest unoccupied orbital energy: -0.435 eV
* net charge: -1

Element x y z (Å)
C -7.34 -8.50 7.72
C -7.78 -7.22 6.80
C -6.85 -7.25 5.45
C -5.32 -6.75 5.92
C -4.46 -6.60 4.53
C -3.41 -5.32 4.67
C -2.03 -5.75 5.49
B -0.76 -5.27 4.56
O -0.22 -6.50 3.88
C 0.89 -5.96 3.02
C 0.11 -5.57 1.63
C 0.79 -6.46 0.39
C -0.07 -7.88 0.37
C 0.85 -9.21 0.10
N 0.23 -10.39 0.84
C 1.43 -4.79 4.03
C 2.04 -3.39 3.43
C 0.94 -2.23 3.10
C 0.95 -1.75 1.50
C 2.00 -0.53 1.20
C 1.24 0.66 0.37
C 0.54 0.16 -1.04
C 0.49 1.40 -2.11
C 0.21 0.91 -3.69
Si -1.35 -0.20 -3.84
C -1.07 -2.03 -3.17
C -2.77 0.56 -2.78
C -2.04 -0.41 -5.63
C -1.32 -1.52 -6.66
C -1.88 -1.79 -8.19
C -3.19 -0.91 -8.69
C -3.89 0.22 -7.73
C -3.31 0.46 -6.21
O 0.46 -4.72 5.17
H -6.20 -8.40 7.99
H -7.97 -8.45 8.73
H -7.50 -9.53 7.18
H -7.52 -6.23 7.38
H -8.90 -7.25 6.43
H -7.20 -6.45 4.64
H -6.70 -8.31 4.98
H -5.33 -5.71 6.46
H -4.77 -7.54 6.59
H -5.23 -6.27 3.69
H -3.93 -7.59 4.17
H -3.89 -4.39 5.20
H -3.18 -4.99 3.55
H -1.99 -5.35 6.59
H -2.02 -6.94 5.49
H -1.11 -4.39 3.86
H 1.84 -6.64 2.87
H -1.04 -5.87 1.62
H 0.14 -4.42 1.40
H 1.94 -6.61 0.51
H 0.48 -5.89 -0.60
H -0.64 -8.04 1.41
H -0.93 -7.86 -0.46
H 1.90 -9.02 0.57
H 0.93 -9.48 -1.04
H 0.19 -10.21 1.87
H -0.78 -10.53 0.55
H 2.37 -5.28 4.54
H 2.75 -2.95 4.28
H 2.76 -3.57 2.50
H -0.16 -2.48 3.41
H 1.24 -1.25 3.71
H -0.17 -1.42 1.27
H 1.28 -2.65 0.79
H 2.53 -0.15 2.20
H 2.85 -0.95 0.49
H 0.43 1.16 1.07
H 2.04 1.50 0.11
H 1.09 -0.76 -1.54
H -0.53 -0.25 -0.73
H -0.36 2.16 -1.75
H 1.50 2.00 -2.12
H 1.17 0.34 -4.02
H 0.04 1.92 -4.29
H -2.04 -2.67 -3.43
H -0.20 -2.46 -3.82
H -0.87 -2.05 -2.01
H -2.94 -0.14 -1.84
H -2.47 1.66 -2.45
H -3.75 0.64 -3.42
H -0.38 -2.12 -6.26
H -1.38 -2.60 -8.88
H -3.63 -1.11 -9.78
H -4.83 0.83 -8.11
H -3.83 1.27 -5.52
C -10.65 -2.17 -15.48
C -9.89 -3.19 -16.06
C -8.84 -3.76 -15.34
C -8.53 -3.29 -14.06
C -9.27 -2.26 -13.50
C -10.34 -1.70 -14.21
C -8.92 -1.72 -12.16
O -9.58 -0.82 -11.67
C -7.77 -2.30 -11.44
C -7.39 -1.77 -10.20
C -6.31 -2.31 -9.50
C -5.61 -3.39 -10.04
C -5.98 -3.92 -11.27
C -7.06 -3.37 -11.98
C -7.42 -3.91 -13.31
O -6.80 -4.86 -13.78
H -11.48 -1.73 -16.03
H -10.13 -3.55 -17.06
H -8.25 -4.56 -15.79
H -10.94 -0.90 -13.77
H -7.94 -0.92 -9.78
H -6.02 -1.89 -8.54
H -4.78 -3.82 -9.49
H -5.43 -4.76 -11.69
C 5.99 7.07 2.00
C 6.65 7.45 3.17
C 6.87 6.52 4.18
C 6.42 5.20 4.02
C 5.74 4.83 2.87
C 5.53 5.76 1.84
C 5.21 3.45 2.71
O 4.62 3.13 1.69
C 5.41 2.49 3.81
C 4.87 1.20 3.70
C 5.06 0.27 4.73
C 5.79 0.62 5.86
C 6.33 1.91 5.97
C 6.13 2.84 4.95
C 6.67 4.21 5.09
O 7.31 4.52 6.09
H 5.83 7.80 1.21
H 6.99 8.48 3.29
H 7.38 6.82 5.09
H 5.01 5.48 0.93
H 4.29 0.91 2.82
H 4.63 -0.73 4.65
H 5.95 -0.10 6.66
H 6.90 2.18 6.86
C 10.46 13.90 3.51
C 10.69 14.83 4.52
C 9.88 14.84 5.66
C 8.83 13.92 5.78
C 8.58 13.01 4.75
C 9.41 12.99 3.62
C 7.45 12.07 4.84
O 7.23 11.27 3.94
C 6.57 12.12 6.03
C 5.45 11.28 6.10
C 4.62 11.31 7.22
C 4.91 12.18 8.27
C 6.01 13.03 8.20
C 6.84 13.00 7.07
C 7.99 13.93 6.99
O 8.24 14.69 7.91
H 11.10 13.89 2.63
H 11.50 15.55 4.43
H 10.07 15.56 6.45
H 9.23 12.27 2.82
H 5.22 10.60 5.28
H 3.75 10.66 7.27
H 4.26 12.20 9.15
H 6.23 13.70 9.03

***

2.
Entry from the OMol25 dataset: a structure of composition C72H155AsF12N12O2P3 at a distorted geometry (wB97M-V/def2-TZVPD).

Calculated values
* lowest unoccupied orbital energy: -12.006 eV
* energy relative to the best compared isomer or geometry (same formula, charge and spin): 5.271 eV
* net charge: +7

Element x y z (Å)
As -1.27 1.55 2.35
F -1.76 -0.16 2.13
F 0.31 1.15 1.68
F -0.90 3.33 2.57
F -2.87 1.95 3.04
F -0.59 1.23 3.98
F -1.86 1.94 0.71
C -7.86 -1.52 3.02
N -7.96 -0.15 3.66
C -8.82 0.65 2.69
C -8.63 -0.29 5.06
C -6.60 0.59 3.85
C -5.47 -0.21 4.44
O -4.83 -1.12 3.57
H -7.25 -1.50 2.12
H -8.88 -1.89 2.89
H -7.39 -2.16 3.76
H -9.74 0.06 2.61
H -8.38 0.85 1.72
H -9.14 1.58 3.14
H -9.55 -0.86 4.94
H -8.82 0.75 5.34
H -8.02 -0.86 5.77
H -6.77 1.46 4.48
H -6.44 1.00 2.85
H -5.74 -0.68 5.38
H -4.75 0.56 4.71
H -3.96 -1.31 3.95
C -2.90 7.16 2.49
N -3.06 7.37 0.96
C -3.58 8.80 0.73
C -1.62 7.24 0.40
C -4.12 6.41 0.35
C -3.75 4.87 0.30
O -2.74 4.46 -0.59
H -2.61 6.13 2.67
H -3.92 7.29 2.87
H -2.25 7.91 2.94
H -2.81 9.55 0.96
H -4.43 8.96 1.39
H -3.89 8.86 -0.31
H -1.06 8.17 0.38
H -1.84 6.98 -0.64
H -1.09 6.41 0.86
H -4.22 6.80 -0.67
H -4.98 6.61 0.99
H -4.58 4.35 -0.19
H -3.61 4.44 1.29
H -2.36 3.62 -0.32
C -6.10 1.46 -0.79
C -4.77 0.71 -0.71
N -4.88 -0.72 -0.61
C -4.29 -1.57 0.26
C -4.85 -2.79 0.13
N -5.60 -2.75 -1.01
C -5.72 -1.45 -1.38
C -6.09 -3.92 -1.70
H -6.57 1.22 -1.74
H -5.93 2.54 -0.76
H -6.78 1.25 0.04
H -4.14 1.13 0.07
H -4.25 0.99 -1.62
H -3.64 -1.19 1.04
H -4.72 -3.65 0.76
H -6.41 -1.09 -2.12
H -6.00 -4.06 -2.78
H -7.15 -3.77 -1.50
H -5.91 -4.76 -1.02
C -0.02 7.68 7.37
C -0.10 6.85 6.09
N -1.25 6.05 6.01
C -1.39 4.94 5.12
C -2.67 4.41 5.19
N -3.34 5.08 6.20
C -2.46 6.08 6.69
C -4.69 4.98 6.57
H 1.03 7.89 7.55
H -0.28 7.13 8.27
H -0.46 8.68 7.29
H 0.74 6.21 5.83
H -0.07 7.57 5.27
H -0.63 4.85 4.36
H -3.21 3.71 4.57
H -2.82 6.86 7.35
H -4.95 5.90 7.11
H -4.77 4.09 7.18
H -5.26 4.80 5.66
C 2.60 3.55 5.68
C 2.14 2.13 6.15
N 1.01 2.34 7.02
C 0.94 3.10 8.19
C -0.26 2.97 8.83
N -0.96 2.08 8.05
C -0.20 1.75 6.95
C -2.28 1.56 8.38
H 1.77 4.06 5.19
H 3.35 3.46 4.90
H 3.06 4.05 6.54
H 2.94 1.63 6.68
H 1.84 1.74 5.17
H 1.79 3.70 8.48
H -0.67 3.37 9.75
H -0.43 1.01 6.20
H -3.06 2.16 7.92
H -2.48 1.80 9.42
H -2.31 0.49 8.13
C 2.89 -6.72 1.42
C 3.59 -5.77 2.34
N 2.68 -4.69 2.79
C 1.49 -4.88 3.40
C 0.93 -3.62 3.65
N 1.73 -2.73 2.88
C 2.80 -3.42 2.41
C 1.45 -1.35 2.82
H 2.67 -6.34 0.42
H 2.03 -7.19 1.91
H 3.58 -7.51 1.13
H 4.51 -5.32 1.97
H 3.94 -6.38 3.17
H 1.20 -5.88 3.71
H -0.01 -3.44 4.14
H 3.62 -3.04 1.81
H 0.88 -1.15 1.91
H 2.34 -0.73 2.74
H 0.97 -1.06 3.75
C 3.03 4.97 -2.21
C 4.00 5.07 -1.01
N 4.11 3.78 -0.40
C 3.10 3.04 0.17
C 3.68 1.96 0.77
N 5.05 2.02 0.59
C 5.28 3.11 -0.29
C 5.98 1.02 1.06
H 3.40 5.59 -3.03
H 2.03 5.31 -1.96
H 2.80 3.95 -2.52
H 3.75 5.78 -0.22
H 5.02 5.35 -1.27
H 2.08 3.39 0.24
H 3.24 1.22 1.43
H 6.26 3.36 -0.67
H 6.99 1.41 0.93
H 5.83 0.10 0.49
H 5.78 0.91 2.13
C 6.07 6.02 -6.33
C 5.94 4.55 -6.81
C 5.58 3.58 -5.67
C 5.26 2.16 -6.22
P 4.93 0.92 -5.04
C 4.99 -0.69 -5.68
C 4.05 -0.99 -6.80
C 4.29 -2.43 -7.36
C 5.61 -2.93 -7.96
C 6.19 1.10 -3.73
C 7.66 0.81 -4.10
C 8.63 0.84 -2.96
C 10.06 0.66 -3.31
C 3.31 1.32 -4.25
C 2.79 0.37 -3.23
C 1.54 0.98 -2.68
C 0.94 0.08 -1.56
H 7.02 6.28 -5.87
H 5.35 6.26 -5.54
H 5.99 6.70 -7.17
H 6.85 4.27 -7.33
H 5.19 4.60 -7.60
H 4.71 4.01 -5.17
H 6.38 3.46 -4.93
H 6.03 1.82 -6.92
H 4.37 2.15 -6.84
H 4.93 -1.35 -4.82
H 5.97 -0.87 -6.12
H 4.05 -0.40 -7.71
H 3.01 -0.82 -6.54
H 3.50 -2.78 -8.03
H 4.16 -3.03 -6.45
H 6.39 -2.94 -7.19
H 6.10 -2.34 -8.73
H 5.61 -3.91 -8.44
H 5.95 0.42 -2.91
H 6.18 2.13 -3.36
H 8.01 1.55 -4.82
H 7.76 -0.06 -4.75
H 8.39 0.07 -2.23
H 8.70 1.82 -2.50
H 10.50 1.61 -3.64
H 10.25 -0.24 -3.89
H 10.69 0.69 -2.42
H 2.53 1.63 -4.95
H 3.66 2.26 -3.84
H 3.50 0.42 -2.40
H 2.59 -0.63 -3.60
H 0.78 1.07 -3.46
H 1.70 1.96 -2.24
H 1.65 -0.25 -0.81
H 0.57 -0.78 -2.13
H 0.10 0.61 -1.12
C -3.04 -9.18 -4.85
C -2.13 -8.56 -5.82
C -0.99 -7.67 -5.33
C -1.56 -6.48 -4.58
P -0.38 -5.50 -3.57
C -1.11 -4.43 -2.31
C -0.01 -3.77 -1.33
C -0.76 -2.94 -0.20
C -1.43 -3.74 0.96
C 0.69 -6.65 -2.64
C -0.13 -7.48 -1.66
C 0.64 -8.71 -1.10
C 0.68 -10.01 -1.98
C 0.63 -4.58 -4.74
C -0.08 -3.39 -5.37
C 0.75 -2.72 -6.48
C 0.08 -1.45 -6.90
H -2.45 -9.55 -4.00
H -3.60 -9.99 -5.31
H -3.79 -8.52 -4.42
H -2.69 -7.97 -6.55
H -1.68 -9.19 -6.59
H -0.35 -7.42 -6.17
H -0.38 -8.25 -4.65
H -2.34 -6.75 -3.87
H -2.02 -5.82 -5.30
H -1.94 -4.99 -1.87
H -1.47 -3.55 -2.83
H 0.66 -3.15 -1.93
H 0.63 -4.49 -0.82
H -1.48 -2.32 -0.73
H 0.04 -2.32 0.20
H -1.87 -3.05 1.68
H -0.70 -4.33 1.51
H -2.23 -4.41 0.64
H 1.55 -6.10 -2.26
H 1.11 -7.18 -3.49
H -1.10 -7.79 -2.04
H -0.29 -6.83 -0.80
H 0.16 -8.99 -0.16
H 1.66 -8.39 -0.87
H -0.31 -10.18 -2.41
H 1.05 -10.93 -1.51
H 1.38 -9.74 -2.76
H 0.84 -5.29 -5.54
H 1.56 -4.28 -4.27
H -0.43 -2.68 -4.63
H -0.98 -3.61 -5.94
H 0.72 -3.35 -7.36
H 1.78 -2.64 -6.15
H 0.80 -0.76 -7.33
H -0.29 -0.97 -6.00
H -0.70 -1.65 -7.64
P -1.91 -1.95 6.08
F -1.32 -3.50 6.17
F -3.41 -2.59 6.40
F -1.92 -1.67 7.70
F -2.27 -0.42 5.77
F -0.33 -1.52 5.85
F -2.25 -2.15 4.53

***

Number 1: Kohn-Sham gap 4.09 eV. Number 2: Kohn-Sham gap 8.83 eV.